Record 1
{
  "formula": "C25H22N4NaO3Si",
  "method": "wB97M-V/def2-TZVPD",
  "symbols": ["Na", "O", "O", "N", "C", "O", "C", "C", "N", "C", "N", "H", "H", "C", "C", "C", "N", "H", "H", "H", "H", "H", "C", "C", "C", "C", "C", "C", "Si", "C", "C", "C", "C", "C", "C", "C", "C", "C", "C", "C", "C", "H", "H", "H", "H", "H", "H", "H", "H", "H", "H", "H", "H", "H", "H", "H"],
  "coordinates": [[-1.2818, 1.4753, 1.8926], [0.1577, 0.3150, 0.9953], [-0.7301, -0.4722, 1.9261], [-4.1343, 1.3395, 3.7838], [-3.7867, 2.0253, 2.6374], [-2.7027, 2.6413, 2.6065], [-4.7028, 1.9835, 1.5428], [-4.3799, 2.6675, 0.3336], [-4.1147, 3.2284, -0.6408], [-5.8880, 1.1988, 1.6210], [-6.8310, 0.5407, 1.7561], [-3.3622, 1.1472, 4.3992], [-4.8354, 0.6197, 3.7099], [4.6267, 3.2339, 2.2725], [3.6273, 2.5108, 1.3673], [2.2333, 2.7795, 1.7468], [1.1332, 2.9696, 2.0128], [5.6455, 3.0035, 1.9605], [4.5054, 2.9248, 3.3105], [4.4853, 4.3134, 2.2218], [3.7753, 1.4319, 1.4044], [3.7483, 2.8064, 0.3267], [2.3666, -4.7891, 0.6218], [1.4674, -4.2528, 1.5379], [0.8473, -3.0357, 1.2819], [1.1217, -2.3246, 0.1027], [2.0297, -2.8811, -0.8050], [2.6469, -4.1030, -0.5518], [0.2177, -0.7304, -0.2660], [1.2430, 0.2560, -1.5091], [0.6399, 1.0288, -2.5096], [1.3941, 1.8541, -3.3385], [2.7736, 1.9179, -3.1898], [3.3969, 1.1581, -2.2055], [2.6361, 0.3433, -1.3743], [-1.4282, -1.1248, -1.0557], [-2.6590, -0.8868, -0.4282], [-3.8588, -1.1596, -1.0768], [-3.8493, -1.6948, -2.3585], [-2.6391, -1.9535, -2.9934], [-1.4437, -1.6644, -2.3480], [2.8461, -5.7403, 0.8220], [1.2479, -4.7869, 2.4553], [0.1534, -2.6038, 1.9953], [2.2595, -2.3565, -1.7276], [3.3457, -4.5171, -1.2697], [-0.4379, 0.9951, -2.6366], [0.9025, 2.4487, -4.0995], [3.3621, 2.5561, -3.8389], [4.4752, 1.1972, -2.0919], [3.1356, -0.2476, -0.6104], [-2.6651, -0.5038, 0.5849], [-4.7989, -0.9479, -0.5799], [-4.7839, -1.9061, -2.8653], [-2.6280, -2.3709, -3.9939], [-0.5057, -1.8577, -2.8648]],
  "forces_ev_per_angstrom": [[0.7, 0.9, -0.2], [0.4, -0.4, -0.2], [0.4, -1.1, -0.3], [0.0, 0.0, 0.0], [-0.4, 0.0, 0.0], [-1.1, 0.7, 0.6], [-0.2, -0.1, -0.3], [-0.1, -0.2, 0.4], [0.0, 0.0, 0.0], [0.4, 0.3, 0.0], [0.0, 0.0, 0.0], [0.0, 0.0, 0.0], [0.0, 0.0, 0.0], [0.0, 0.0, 0.0], [-0.2, 0.1, 0.2], [0.0, -0.1, -0.2], [0.1, 0.1, 0.1], [0.0, 0.0, 0.0], [0.0, 0.0, 0.0], [0.0, 0.0, 0.0], [0.0, 0.0, 0.0], [0.0, 0.0, -0.1], [0.0, 0.1, 0.0], [0.0, 0.1, -0.1], [0.1, 0.0, -0.1], [0.1, -0.2, 0.2], [-0.1, -0.1, 0.1], [-0.1, 0.1, 0.0], [-0.1, 0.0, 0.2], [0.1, 0.1, -0.2], [0.1, 0.0, 0.1], [0.0, -0.1, 0.1], [0.0, 0.0, 0.0], [-0.1, 0.0, 0.0], [-0.1, 0.0, -0.1], [-0.3, 0.1, 0.0], [0.1, -0.1, -0.2], [0.1, 0.0, 0.0], [0.1, 0.0, 0.0], [0.0, 0.0, 0.1], [0.0, 0.0, 0.1], [0.0, 0.0, 0.0], [0.0, 0.0, 0.0], [0.0, 0.0, -0.1], [0.0, 0.0, 0.0], [0.0, 0.0, 0.0], [0.1, 0.0, 0.0], [0.0, 0.0, 0.0], [0.0, 0.0, 0.0], [0.0, 0.0, 0.0], [0.0, 0.0, 0.0], [0.0, 0.0, 0.0], [0.0, 0.0, 0.0], [0.0, 0.0, 0.0], [0.0, 0.0, 0.0], [-0.1, 0.0, 0.0]],
  "e_tot_ev": -50681.457,
  "fmax_ev_per_a": 1.4,
  "spin_multiplicity": 1,
  "homo_ev": -4.968,
  "e_above_lowest_ev": 0.661,
  "charge": -1,
  "homo_lumo_gap_ev": 7.084
}

***

Record 2
{
  "formula": "C25H22N4O4Pd",
  "method": "wB97M-V/def2-TZVPD",
  "symbols": ["Pd", "O", "C", "C", "C", "C", "C", "C", "C", "O", "N", "N", "C", "C", "C", "C", "C", "C", "C", "O", "H", "H", "H", "H", "H", "H", "H", "H", "H", "H", "C", "N", "N", "C", "O", "C", "C", "C", "C", "C", "C", "C", "C", "C", "H", "H", "H", "H", "H", "H", "H", "H", "H", "H", "H", "H"],
  "coordinates": [[-0.3166, 0.1341, -0.1272], [2.6535, 4.7154, -0.0873], [3.6100, 3.7731, -0.0564], [4.9348, 4.2065, -0.1446], [5.9726, 3.2994, -0.0999], [5.7190, 1.9338, 0.0373], [4.4111, 1.5024, 0.1254], [3.3404, 2.3992, 0.0755], [1.9641, 1.8463, 0.1408], [1.8028, 0.6269, 0.3201], [0.9585, 2.7604, 0.0106], [-0.2360, 2.1919, -0.1098], [-1.2679, 2.9841, 0.0726], [-2.6192, 2.5996, -0.0459], [-3.5817, 3.6210, 0.1994], [-4.9172, 3.3728, 0.2000], [-5.4014, 2.0472, -0.0402], [-4.5454, 1.0382, -0.3052], [-3.1133, 1.2500, -0.3617], [-2.3927, 0.2965, -0.6997], [1.7885, 4.2539, 0.0079], [5.1172, 5.2696, -0.2432], [6.9934, 3.6568, -0.1724], [6.5355, 1.2245, 0.0786], [4.1746, 0.4521, 0.2375], [-1.0593, 4.0144, 0.3568], [-3.2193, 4.6244, 0.3968], [-5.6155, 4.1781, 0.3849], [-6.4681, 1.8518, -0.0060], [-4.8904, 0.0301, -0.4965], [2.8959, -5.5652, -0.7700], [2.2031, -4.3207, -1.0555], [1.0168, -3.9918, -0.4191], [0.7928, -2.6283, -0.5388], [-0.2461, -2.0952, -0.1097], [1.9289, -2.1185, -1.2412], [2.7531, -3.1675, -1.5084], [4.0944, -3.1668, -2.1572], [0.0773, -4.9781, -0.0246], [-0.1638, -6.0789, -0.8359], [-1.0884, -7.0342, -0.4393], [-1.7897, -6.8765, 0.7478], [-1.5560, -5.7605, 1.5423], [-0.6162, -4.8119, 1.1667], [2.4690, -6.0200, 0.1178], [3.9465, -5.3612, -0.5777], [2.8167, -6.2714, -1.5949], [2.0853, -1.0836, -1.4845], [4.3416, -2.1541, -2.4671], [4.1139, -3.8171, -3.0340], [4.8696, -3.5081, -1.4672], [0.3604, -6.1846, -1.7784], [-1.2719, -7.8946, -1.0710], [-2.5204, -7.6165, 1.0489], [-2.1027, -5.6282, 2.4683], [-0.4269, -3.9385, 1.7765]],
  "forces_ev_per_angstrom": [[0.1, -0.4, -0.1], [0.2, 0.1, 0.0], [0.0, 0.1, 0.1], [0.1, 0.0, 0.0], [0.0, 0.0, 0.0], [0.0, 0.0, 0.0], [0.1, 0.0, 0.0], [-0.1, 0.1, 0.0], [0.4, 0.3, 0.0], [0.1, -0.1, -0.1], [0.0, -0.2, 0.1], [0.3, 0.0, 0.3], [-0.6, 0.1, -0.2], [0.2, 0.0, 0.2], [-0.2, 0.0, 0.0], [0.0, 0.0, 0.0], [0.0, 0.1, 0.1], [0.0, 0.1, 0.0], [-0.2, 0.4, -0.1], [0.0, -0.4, 0.0], [-0.1, 0.0, -0.1], [0.0, 0.0, 0.0], [0.0, 0.0, 0.0], [0.0, 0.0, 0.0], [0.0, 0.0, 0.0], [0.0, 0.0, -0.1], [0.0, -0.1, 0.0], [0.0, 0.0, 0.0], [0.1, 0.1, 0.0], [0.1, 0.0, 0.0], [0.0, 0.2, 0.1], [-0.1, -0.2, -0.2], [0.0, 0.0, 0.2], [-0.1, -0.1, 0.0], [0.1, 0.1, 0.0], [-0.1, 0.0, 0.0], [0.2, 0.0, 0.0], [0.0, 0.0, 0.0], [0.0, 0.1, -0.1], [0.0, -0.1, -0.1], [0.0, 0.0, 0.0], [0.0, 0.1, 0.0], [0.0, 0.0, 0.0], [0.0, 0.0, 0.1], [0.0, 0.0, 0.1], [0.0, 0.0, 0.0], [0.0, 0.0, 0.0], [0.0, 0.0, 0.0], [0.0, 0.0, 0.0], [0.0, 0.0, 0.0], [0.0, 0.0, 0.0], [0.0, 0.0, 0.0], [0.0, 0.0, 0.0], [0.0, 0.0, 0.0], [0.0, 0.0, -0.1], [0.0, 0.0, 0.0]],
  "e_tot_ev": -43910.509,
  "fmax_ev_per_a": 0.6,
  "spin_multiplicity": 3,
  "homo_ev": [-6.931, -7.876],
  "homo_lumo_gap_ev": [7.195, 5.905]
}

***

Record 3
{
  "formula": "C25H22N4OS",
  "method": "wB97M-V/def2-TZVPD",
  "symbols": ["C", "C", "C", "C", "C", "O", "C", "C", "N", "N", "C", "S", "C", "C", "C", "C", "C", "C", "N", "C", "C", "N", "C", "C", "C", "C", "C", "C", "C", "C", "C", "H", "H", "H", "H", "H", "H", "H", "H", "H", "H", "H", "H", "H", "H", "H", "H", "H", "H", "H", "H", "H", "H"],
  "coordinates": [[2.5118, -0.2274, -5.7737], [2.5432, -0.6294, -4.3300], [2.8717, 0.2819, -3.3398], [2.9273, -0.0828, -2.0052], [2.6437, -1.3888, -1.6312], [2.6811, -1.9008, -0.3638], [2.6956, -1.0730, 0.7821], [1.3826, -1.1361, 1.4846], [1.1856, -1.5562, 2.6997], [-0.1276, -1.5025, 2.9647], [-0.7261, -1.0534, 1.8935], [-2.4255, -0.8054, 1.6631], [-2.9943, -1.1927, 3.3698], [-2.8591, 0.0026, 4.2511], [-1.7263, 0.1660, 5.0436], [-1.5865, 1.2859, 5.8388], [-2.5857, 2.2600, 5.8485], [-2.4483, 3.4087, 6.6604], [-2.3384, 4.3426, 7.3166], [-3.7214, 2.1035, 5.0523], [-3.8493, 0.9816, 4.2598], [0.1846, -0.7914, 0.9099], [-0.0623, -0.2797, -0.3836], [0.1927, 1.0575, -0.6508], [-0.0222, 1.5495, -1.9238], [-0.4871, 0.7236, -2.9391], [-0.7264, 1.2603, -4.3151], [-0.7484, -0.6101, -2.6487], [-0.5420, -1.1160, -1.3809], [2.3199, -2.3150, -2.6236], [2.2729, -1.9387, -3.9478], [3.4782, -0.4273, -6.2379], [1.7588, -0.7933, -6.3178], [2.3024, 0.8344, -5.8776], [3.0946, 1.3044, -3.6088], [3.1977, 0.6694, -1.2796], [2.9425, -0.0349, 0.5415], [3.4529, -1.4707, 1.4646], [-2.3798, -2.0238, 3.7090], [-4.0338, -1.4958, 3.2512], [-0.9516, -0.5853, 5.0174], [-0.7086, 1.4147, 6.4543], [-4.4905, 2.8616, 5.0623], [-4.7241, 0.8605, 3.6372], [0.5559, 1.7026, 0.1365], [0.1792, 2.5903, -2.1306], [-0.4770, 0.5145, -5.0654], [-1.7786, 1.5202, -4.4346], [-0.1348, 2.1546, -4.4920], [-1.1120, -1.2633, -3.4276], [-0.7386, -2.1540, -1.1600], [2.1116, -3.3302, -2.3245], [2.0197, -2.6728, -4.6991]],
  "forces_ev_per_angstrom": [[0.1, 0.0, 0.0], [0.0, 0.1, 0.0], [0.0, -0.2, -0.2], [0.1, -0.1, 0.4], [0.1, -0.1, -0.4], [0.0, -0.2, -0.1], [0.1, 0.2, 0.2], [0.1, -0.1, 0.0], [1.4, -0.1, -0.2], [-1.1, 0.0, 0.1], [0.1, 0.0, 0.0], [-0.5, -0.1, 0.0], [0.3, 0.0, -0.5], [0.0, 0.2, 0.2], [-0.1, -0.1, 0.0], [-0.1, 0.2, 0.0], [-0.1, -0.7, -0.5], [0.1, 0.5, 0.3], [0.0, 0.3, 0.2], [0.1, 0.0, 0.1], [0.1, -0.1, 0.0], [0.0, -0.3, 0.8], [-0.1, 0.3, -0.5], [-0.1, -0.1, 0.1], [-0.1, 0.0, 0.0], [0.0, 0.0, 0.1], [-0.1, 0.0, 0.0], [0.0, 0.1, 0.1], [0.0, 0.1, 0.2], [0.1, 0.0, 0.2], [0.1, 0.1, 0.1], [0.0, 0.0, -0.1], [-0.1, 0.0, -0.1], [0.0, 0.1, -0.1], [0.0, 0.1, 0.0], [0.0, 0.0, 0.1], [0.1, -0.2, 0.0], [-0.1, 0.2, -0.1], [-0.2, 0.0, 0.1], [0.1, 0.0, 0.0], [0.0, 0.0, 0.0], [0.0, 0.0, 0.0], [0.0, 0.0, 0.0], [-0.1, 0.0, -0.1], [0.0, 0.0, 0.1], [0.0, 0.1, 0.0], [0.0, 0.0, -0.1], [0.0, 0.0, -0.1], [0.0, 0.1, -0.1], [0.0, -0.1, -0.1], [0.0, -0.1, 0.0], [0.0, -0.1, 0.0], [0.0, -0.1, -0.1]],
  "e_tot_ev": -45124.950,
  "smiles": "Cc1ccc(OCc2nnc(SCc3ccc(C#N)cc3)n2-c2ccc(C)cc2)cc1",
  "fmax_ev_per_a": 1.4,
  "spin_multiplicity": 1,
  "homo_ev": -8.441,
  "homo_lumo_gap_ev": 8.797
}

***

Record 4
{
  "formula": "C25H23BaN9O3S",
  "method": "wB97M-V/def2-TZVPD",
  "symbols": ["Ba", "O", "C", "N", "C", "C", "C", "C", "C", "C", "N", "C", "C", "C", "C", "C", "N", "H", "H", "H", "H", "H", "H", "H", "H", "H", "H", "N", "C", "C", "C", "C", "C", "C", "S", "O", "O", "N", "C", "N", "C", "C", "C", "N", "H", "H", "H", "H", "H", "H", "H", "H", "H", "N", "C", "C", "C", "N", "H", "H", "H", "H"],
  "coordinates": [[0.2570, 1.2012, -0.4390], [4.7217, 2.4096, -0.2943], [3.5020, 2.3242, -0.5162], [2.5499, 1.8629, 0.2906], [3.0612, 1.3895, 1.5772], [2.4445, 0.0752, 1.9590], [3.2234, -1.0413, 2.2473], [2.6079, -2.2037, 2.6787], [1.2268, -2.2291, 2.7922], [0.5226, -1.0917, 2.4341], [1.1084, 0.0338, 2.0317], [3.0057, 2.8253, -1.8646], [3.9233, 3.4775, -2.6844], [3.5175, 3.9442, -3.9205], [2.2014, 3.7340, -4.3109], [1.3589, 3.0705, -3.4383], [1.7364, 2.6291, -2.2373], [2.7966, 2.1208, 2.3510], [4.1488, 1.3090, 1.5386], [4.2998, -0.9829, 2.1551], [3.1960, -3.0800, 2.9219], [0.7010, -3.1178, 3.1148], [-0.5605, -1.0751, 2.4725], [4.9324, 3.5944, -2.3177], [4.2104, 4.4595, -4.5731], [1.8433, 4.0736, -5.2730], [0.3274, 2.8778, -3.7183], [-4.6478, -5.2863, 1.6698], [-4.1127, -4.1139, 1.1748], [-3.8063, -3.0555, 2.0344], [-3.2035, -1.9101, 1.5460], [-2.9117, -1.8119, 0.1986], [-3.2343, -2.8405, -0.6743], [-3.8254, -3.9857, -0.1916], [-2.1459, -0.3500, -0.4309], [-3.0906, 0.3527, -1.2562], [-1.7063, 0.4385, 0.7362], [-0.8480, -0.6387, -1.2987], [0.0941, -1.5290, -0.9148], [-0.2287, -2.6953, -0.3284], [0.7281, -3.5955, -0.1869], [2.0374, -3.3718, -0.5739], [2.3025, -2.0981, -1.0412], [1.3618, -1.1777, -1.2073], [-5.1171, -5.2427, 2.5565], [-5.0663, -5.9109, 1.0032], [-4.0469, -3.1383, 3.0875], [-2.9459, -1.0948, 2.2094], [-3.0070, -2.7323, -1.7274], [-4.0580, -4.8006, -0.8668], [0.4189, -4.5317, 0.2709], [2.8062, -4.1230, -0.4748], [3.3109, -1.7911, -1.2999], [-2.4224, 3.1261, 0.4669], [-3.2710, 4.1509, 0.6430], [-2.7237, 5.2357, -0.0073], [-1.5281, 4.7494, -0.5595], [-1.3562, 3.4666, -0.2677], [-2.5183, 2.1583, 0.7464], [-4.1809, 4.0528, 1.2100], [-3.1284, 6.2299, -0.0761], [-0.7924, 5.2743, -1.1470]],
  "forces_ev_per_angstrom": [[3.1, 4.8, 0.4], [-0.1, 0.0, -0.2], [0.0, 0.0, 0.4], [1.3, 0.0, 0.3], [0.1, 0.3, -0.3], [0.1, 0.0, 0.1], [0.0, 0.0, 0.2], [-0.1, 0.0, 0.0], [0.0, 0.0, 0.0], [0.1, -0.1, 0.1], [0.0, 0.0, 0.0], [0.2, 0.1, -0.2], [0.0, 0.0, 0.0], [-0.1, -0.1, 0.1], [0.1, 0.0, 0.0], [-0.1, 0.0, -0.1], [0.4, 0.3, -0.3], [0.1, -0.1, 0.1], [0.0, 0.0, 0.1], [0.0, 0.0, 0.0], [0.0, 0.0, 0.0], [0.0, 0.0, 0.0], [0.0, 0.0, 0.0], [0.0, 0.0, 0.0], [0.0, 0.0, 0.0], [-0.1, 0.0, 0.0], [0.0, 0.0, 0.0], [0.1, -0.1, -0.1], [0.0, 0.1, 0.0], [-0.1, -0.1, 0.0], [0.1, 0.0, 0.0], [0.1, 0.3, 0.0], [0.0, 0.1, -0.1], [0.0, 0.0, 0.0], [-1.6, -1.1, -0.4], [0.1, 0.0, -0.1], [-1.5, -0.8, 1.1], [-2.4, -2.4, -0.9], [0.8, -1.9, 0.0], [-0.1, 0.1, -0.2], [-0.1, 0.0, 0.1], [0.0, 0.1, 0.0], [0.2, 0.0, -0.1], [-0.2, -0.1, -0.2], [0.0, 0.0, 0.0], [-0.1, 0.0, 0.0], [0.0, 0.0, 0.0], [0.0, 0.0, 0.0], [0.0, -0.1, 0.0], [0.0, 0.0, 0.0], [0.1, 0.0, 0.0], [0.0, 0.0, 0.0], [0.0, 0.0, 0.0], [-0.3, 0.2, 0.1], [0.1, 0.2, 0.0], [0.0, 0.0, 0.0], [-0.1, 0.0, 0.1], [-0.1, 0.3, -0.1], [-0.1, 0.0, 0.1], [0.0, -0.1, 0.0], [0.0, 0.0, 0.0], [0.0, 0.0, 0.0]],
  "e_tot_ev": -57382.291,
  "fmax_ev_per_a": 5.8,
  "spin_multiplicity": 1,
  "homo_ev": -7.720,
  "e_above_lowest_ev": 2.003,
  "homo_lumo_gap_ev": 8.176
}